1.
Here is the molecule C8H13NSi at a distorted geometry from the Open Molecules 2025 dataset. Energies are from ωB97M-V/def2-TZVPD.

```
23
Properties=species:S:1:pos:R:3
H -2.723 -1.690 2.041
H -0.688 1.445 -2.422
H -3.832 -1.262 -0.053
C 1.392 1.665 0.943
C -2.781 -0.991 -0.018
C -2.195 -1.145 1.254
H 2.177 -2.290 0.360
H 1.465 2.110 -0.088
C -2.123 -0.218 -1.008
H 2.159 1.891 1.540
C -0.059 0.775 -1.991
H 2.992 -0.386 -1.079
H -2.702 -0.296 -1.975
H 3.837 -0.617 1.070
N 1.295 0.212 0.804
C -0.736 0.177 -0.819
C -0.912 -0.726 1.408
H -0.329 -0.717 2.355
H 0.941 1.042 -1.877
H -0.109 -0.042 -2.665
H 0.559 1.962 1.439
C -0.208 -0.086 0.442
Si 2.579 -0.814 0.338
```

Calculated values
Energy relative to the best compared isomer or geometry (same formula, charge and spin) (kcal/mol): 55.07
E_HOMO (eV): -8.8
Spin multiplicity: 1
E_tot (eV): -17872.8075
Frontier orbital gap (eV): 9.76
E_LUMO (hartree): 0.0343



2.
Here is the molecule C8H13P at a distorted geometry from the Open Molecules 2025 dataset. Energies are from ωB97M-V/def2-TZVPD.

```
22
Properties=species:S:1:pos:R:3
H 1.008 1.697 1.509
C -0.646 0.459 -0.988
H -0.869 -2.376 -1.416
H -0.068 -0.819 2.054
H 0.067 2.564 -0.558
C -0.998 -2.055 -0.383
C -1.793 1.332 -0.529
H 3.719 0.134 0.062
H -2.072 -2.000 -0.182
C 0.214 -0.278 1.151
C -0.390 1.679 -0.145
H -0.687 1.505 1.991
C 0.056 1.238 1.240
C -0.416 -0.712 -0.133
H -2.281 1.940 -1.277
H -2.455 0.939 0.228
C 1.559 -0.725 0.581
P 2.470 0.310 -0.549
H -0.412 0.420 -2.044
H 1.779 -1.784 0.617
H 2.791 -0.661 -1.507
H -0.576 -2.807 0.278
```

Calculated values
Energy relative to the best compared isomer or geometry (same formula, charge and spin) (kcal/mol): 27.92
E_HOMO (eV): -7.5
Spin multiplicity: 1
E_tot (eV): -17792.3193
Frontier orbital gap (eV): 8.46
E_LUMO (hartree): 0.0360



3.
Here is the molecule C8H14 at a distorted geometry from the Open Molecules 2025 dataset. Energies are from ωB97M-V/def2-TZVPD.

```
22
Properties=species:S:1:pos:R:3
H -1.395 0.359 0.983
H -0.244 4.094 0.818
H 1.127 -0.378 1.858
C 0.259 0.578 -1.822
H -0.117 -0.579 -3.690
H -1.401 2.618 0.873
C 0.553 -0.922 1.169
H -1.142 -1.100 -2.423
C 0.442 2.107 0.064
H 0.855 1.373 -2.332
H 0.794 -2.806 2.410
H -0.628 -1.835 2.822
H 0.463 -1.579 -2.286
H 1.396 -1.287 0.390
C -0.330 2.979 0.754
H 1.533 2.252 -0.075
C 0.036 -2.098 1.989
H -0.948 -0.991 -0.216
C 0.044 0.790 -0.505
H -0.572 -2.779 1.353
C -0.145 -0.627 -2.592
C -0.577 -0.167 0.459
```

Calculated values
Energy relative to the best compared isomer or geometry (same formula, charge and spin) (kcal/mol): 57.50
E_HOMO (eV): -8.6
Spin multiplicity: 1
E_tot (eV): -8520.5862
Frontier orbital gap (eV): 9.61
E_LUMO (hartree): 0.0385



4.
Here is a cluster of 3 separate species, C8H14 in total from the Open Molecules 2025 dataset. Energies are from ωB97M-V/def2-TZVPD.

```
22
Properties=species:S:1:pos:R:3
H 0.587 0.849 -1.411
C 0.280 -1.156 1.447
H 0.792 -0.449 2.099
H 0.827 -2.100 1.450
C -2.245 0.940 -0.875
C -1.723 1.651 1.480
H -1.956 0.439 -1.798
C 2.333 -1.365 -2.077
C 0.177 -0.648 0.051
H -2.716 2.122 1.504
H 1.464 -1.212 -2.723
C -1.440 0.995 0.173
H -3.240 1.396 -0.884
H -1.678 0.932 2.305
C 2.332 -0.959 -0.816
H 1.194 1.202 0.302
H -0.718 -1.352 1.845
H -0.325 -1.279 -0.671
C 0.678 0.544 -0.382
H -0.983 2.425 1.703
H 3.173 -1.865 -2.564
H 3.190 -1.109 -0.159
```

Calculated values
Energy relative to the best compared isomer or geometry (same formula, charge and spin) (kcal/mol): 169.12
E_HOMO (alpha / beta) (eV): -6.4 / -6.3
Spin multiplicity: 1
E_tot (eV): -8515.7458
Frontier orbital gap (alpha / beta) (eV): 7.20 / 7.15
E_LUMO (alpha / beta) (hartree): 0.0307 / 0.0313



5.
Here is a structure of composition C8H14 at a distorted geometry from the Open Molecules 2025 dataset. Energies are from ωB97M-V/def2-TZVPD.

```
22
Properties=species:S:1:pos:R:3
C -0.805 1.415 -0.558
C 0.647 1.183 0.348
C -0.015 -0.688 -0.112
H -0.396 0.932 -1.551
H 1.054 1.847 1.164
H -3.005 0.308 -0.433
H 2.047 -1.591 0.611
H -1.670 -1.537 -1.215
H -0.667 0.049 1.572
H -2.012 -1.791 0.678
H 0.067 -0.366 -1.198
C -1.909 0.351 0.048
H -1.166 2.469 -0.591
H 1.714 -1.568 -1.264
C 1.485 -1.060 -0.235
H 2.417 0.593 -1.433
H -2.109 0.403 1.254
H 2.666 0.409 0.453
C 1.920 0.418 -0.347
H 1.108 -0.591 1.783
C -1.637 -1.203 -0.124
C 0.266 0.020 1.150
```

Calculated values
Energy relative to the best compared isomer or geometry (same formula, charge and spin) (kcal/mol): 201.24
E_HOMO (eV): -8.5
Spin multiplicity: 1
E_tot (eV): -8514.3530
Frontier orbital gap (eV): 9.66
E_LUMO (hartree): 0.0422



6.
Here is the ion C8H14 with charge +1 at a distorted geometry from the Open Molecules 2025 dataset. Energies are from ωB97M-V/def2-TZVPD.

```
22
Properties=species:S:1:pos:R:3
C 2.193 -1.793 0.119
H -0.710 0.669 -1.279
C -1.394 -1.433 0.303
H -3.152 -0.811 1.307
H -1.556 -2.461 0.600
H -3.172 -0.685 -0.468
C -2.554 -0.543 0.434
C 0.572 1.328 0.344
H 1.290 2.708 -1.208
H 1.203 3.408 0.384
C -0.125 -1.065 -0.161
C 0.895 -2.076 -0.086
C 0.149 0.279 -0.726
H 0.948 0.214 -1.465
H -0.272 1.393 1.036
C 0.719 2.696 -0.280
H -0.248 3.126 -0.560
H 1.412 0.964 0.940
H 2.615 -0.790 0.165
H 2.965 -2.545 0.271
H 0.515 -3.091 -0.097
H -2.292 0.510 0.426
```

Calculated values
Energy relative to the best compared isomer or geometry (same formula, charge and spin) (kcal/mol): 0.19
E_HOMO (alpha / beta) (eV): -14.3 / -15.1
Total charge: +1
Spin multiplicity: 2
E_tot (eV): -8513.9318
Frontier orbital gap (alpha / beta) (eV): 9.76 / 7.53
E_LUMO (alpha / beta) (hartree): -0.1676 / -0.2790



7.
Here is a cluster of 3 separate species, C8H14BrCl5O3P in total at a distorted geometry from the Open Molecules 2025 dataset. Energies are from ωB97M-V/def2-TZVPD.

```
32
Properties=species:S:1:pos:R:3
H 0.862 2.333 1.417
C -0.011 3.128 1.307
Cl -4.370 -1.735 1.901
H 4.923 -4.922 -1.078
H 4.550 -2.564 -0.534
H -1.171 -0.062 -1.879
Br -0.048 2.637 -3.573
H -1.959 1.651 -1.903
H 1.581 -0.264 0.022
C -4.474 0.029 2.125
H 0.279 4.040 0.613
O -1.219 0.946 0.086
Cl -6.041 -0.072 4.375
H -3.587 0.461 1.651
H 5.944 -3.954 -2.155
C 4.137 -2.955 -1.468
H 3.078 -3.176 -1.306
Cl 4.251 -1.644 -2.669
H -5.356 0.388 1.585
H -3.690 -0.024 4.153
C 4.908 -4.194 -1.894
H -0.374 3.512 2.376
C -1.100 1.014 -1.379
H -4.450 1.508 3.690
C 0.317 1.724 -1.797
Cl 3.445 1.699 -2.514
C -4.518 0.420 3.593
C -1.318 2.281 0.699
Cl 4.161 -5.003 -3.294
P 1.700 0.461 -2.178
O 2.070 -0.560 -0.801
O -2.520 2.899 0.831
```

Calculated values
E_HOMO (eV): -3.4
Total charge: -1
Spin multiplicity: 1
E_tot (eV): -156608.0815
Frontier orbital gap (eV): 5.94
E_LUMO (hartree): 0.0943



8.
Here is a cluster of 2 separate species, C8H14Cl2O in total at a distorted geometry from the Open Molecules 2025 dataset. Energies are from ωB97M-V/def2-TZVPD.

```
25
Properties=species:S:1:pos:R:3
C 0.888 0.001 3.800
C -0.331 0.130 -2.182
H 0.431 1.035 3.696
C -1.222 -0.250 -3.436
Cl -0.898 -1.947 -0.330
H 1.439 -0.260 -3.402
H -0.058 1.213 -1.983
C 0.337 1.974 1.069
C 0.103 -0.848 2.856
H -2.197 -0.040 -3.220
H 0.842 2.285 1.965
C -1.033 -0.256 -0.887
H 0.403 -1.994 2.914
H 1.892 0.308 3.447
H 0.885 -1.600 -2.159
H 1.943 -0.297 -1.653
C 1.082 -0.516 -2.349
H -0.937 -0.712 2.978
H -0.099 2.683 0.306
H 0.769 -0.382 4.771
Cl -2.633 0.423 -0.725
C 0.148 0.673 0.873
H -1.292 -1.328 -3.577
O 0.270 -0.531 1.480
H -0.734 0.233 -4.254
```

Calculated values
E_HOMO (eV): -8.3
Spin multiplicity: 1
E_tot (eV): -35610.4371
Frontier orbital gap (eV): 8.98
E_LUMO (hartree): 0.0263



E_tot of number 5 (C8H14)? -8514.3530 eV



Among the records above, which one has the lowest E_tot? C8H14BrCl5O3P



Which value of spin multiplicity does entry 4 give? 1